Entry 1:
Below is one molecule with the formula C10H15ClSi, with properties calculated with wB97M-V/def2-TZVPD.

The geometry in XYZ format:
```
27
Properties=species:S:1:pos:R:3:forces:R:3:lowdin_charge:R:1
C -2.58280 0.85518 3.54912 -0.03 0.01 -2.78 -0.1059
C -2.85934 -0.17241 2.33933 -1.39 0.59 2.06 -0.3558
C -1.60422 -0.54701 1.56601 -0.44 -1.89 -1.05 -0.3292
Si -1.23475 0.60227 -0.00919 1.06 -1.60 2.78 0.7159
C -0.30430 -0.54272 -1.10330 0.30 0.10 -0.52 -0.1724
C 0.82328 -0.11952 -1.67807 0.58 -3.60 -0.59 -0.3479
C 1.60222 0.91269 -1.11849 -0.39 0.90 -0.49 -0.1098
C 2.90628 0.95494 -1.20328 0.37 -2.68 -1.00 -0.0600
C 3.69190 -0.14301 -1.74480 -2.51 0.63 -1.21 -0.0537
C 3.05098 -1.07559 -2.45523 -1.12 0.75 1.07 -0.1026
C 1.54926 -1.08059 -2.65824 1.24 3.41 0.35 -0.5422
Cl 1.22533 -0.47804 -4.36646 0.13 0.21 -0.18 0.5648
H -1.91416 1.69329 3.17833 -1.02 -0.70 0.60 0.0761
H -3.53800 1.18936 3.99259 0.67 0.03 -0.18 0.0689
H -2.02023 0.25560 4.21366 0.58 -0.26 1.19 0.0369
H -3.41474 -0.99759 2.86052 0.94 0.09 -0.53 0.1002
H -3.67017 0.21384 1.71636 0.31 0.28 -0.33 0.0763
H -1.65816 -1.64772 1.17498 -0.29 1.83 0.40 0.0867
H -0.74070 -0.67078 2.27692 -0.42 0.80 -0.83 0.0841
H -2.00054 1.11274 -1.09338 -1.71 0.67 -0.12 -0.0369
H -0.52775 1.68594 0.71847 0.04 0.21 -0.53 -0.0249
H -0.74076 -1.49494 -1.43819 0.04 0.41 0.14 0.0903
H 1.12773 1.66252 -0.55570 -0.61 0.92 0.44 0.0588
H 3.36639 1.71648 -0.75760 2.05 2.97 1.75 0.0664
H 4.72750 -0.06753 -1.81220 1.67 -0.13 0.38 0.0878
H 3.64035 -1.81797 -2.85931 0.81 -1.71 -1.23 0.0772
H 1.09939 -1.99945 -2.73285 -0.85 -2.23 0.40 0.0510
```
Positions in Å, forces in eV/Å.

Its spin multiplicity is 1. Its SMILES is CCC[SiH2]/C=C1\C=CC=C[C@@H]1Cl. For the energy above the lowest of the compared OMol25 structures with the same formula, charge and spin, the calculation gives 5.197 eV.

---

Entry 2:
Below is C10H15KO10 as an isolated structure, with properties calculated with wB97M-V/def2-TZVPD.

The geometry in XYZ format:
```
36
Properties=species:S:1:pos:R:3:forces:R:3:lowdin_charge:R:1
K 8.94752 -17.80316 5.29614 0.09 0.02 0.34 0.9711
C 10.38249 -9.88986 7.23121 1.35 -0.34 -0.49 -0.0680
C 9.05771 -10.64813 7.23152 -1.21 -2.95 -0.40 -0.8123
O 9.03963 -11.81240 6.71659 1.41 0.86 -0.45 -0.1372
O 8.02921 -10.23165 7.78070 -0.35 2.35 0.91 -0.1234
H 11.13820 -10.52390 6.76754 -0.12 -0.33 -0.11 0.0523
H 10.82455 -9.69768 8.20882 -0.56 0.23 0.34 0.0500
H 10.46323 -8.98322 6.63155 -0.67 0.36 0.14 0.0420
C 12.74401 -15.53691 12.42226 0.29 0.47 0.43 -0.0711
C 12.55836 -16.80957 11.66551 -1.62 -3.35 -1.29 -0.8349
O 13.31495 -17.77418 11.92003 1.75 0.26 1.07 -0.1363
O 11.57481 -17.01796 10.90358 -0.31 1.94 0.08 -0.1218
H 12.07029 -15.56201 13.27874 -0.30 0.12 -0.04 0.0556
H 12.53941 -14.65630 11.81336 0.09 0.05 0.12 0.0626
H 13.74527 -15.57597 12.85129 0.15 0.44 -0.19 0.0489
C 15.70118 -15.05131 5.88209 -0.22 -0.20 0.56 -0.0627
C 15.17313 -15.26534 4.47443 -0.65 -0.44 -1.50 -0.8329
O 15.84803 -14.79350 3.52673 1.04 0.50 0.13 -0.1492
O 14.09168 -15.86191 4.29069 -0.45 -0.42 0.81 -0.1134
H 15.00286 -15.35562 6.66172 -0.43 0.39 -0.18 0.0600
H 15.93749 -13.98809 5.92497 0.26 -0.08 0.44 0.0548
H 16.55850 -15.67968 6.12347 0.48 0.23 -0.49 0.0502
C 3.03437 -21.07455 5.81517 0.33 0.37 -0.55 -0.0670
C 3.57879 -19.71344 6.29858 2.76 1.13 0.30 -0.8117
O 3.73426 -18.72861 5.53061 -1.36 -0.51 -1.41 -0.1390
O 4.11740 -19.68824 7.42840 -0.89 -1.18 0.91 -0.1175
H 3.83965 -21.70429 5.43696 0.67 0.08 0.61 0.0529
H 2.50231 -20.98768 4.86783 -1.06 0.19 0.41 0.0427
H 2.58781 -21.58927 6.66592 -0.45 -0.07 -0.40 0.0513
C 9.75266 -25.81685 4.16239 0.10 0.43 -1.56 -0.0721
C 10.33812 -24.58470 4.91062 -0.12 -0.22 2.51 -0.8221
O 10.53981 -23.49398 4.37390 -0.18 0.37 -2.06 -0.0926
O 10.54515 -24.77401 6.13647 -0.06 -1.05 0.14 -0.1290
H 9.38676 -25.49639 3.18693 -0.32 0.27 -0.16 0.0359
H 8.94275 -26.37911 4.62717 0.20 0.25 0.53 0.0446
H 10.52996 -26.51801 3.85867 0.35 -0.17 0.49 0.0394
```
Positions in Å, forces in eV/Å.

Its total charge is -4. Its spin multiplicity is 1.

---

Number 1: E_LUMO 0.0 eV. Number 2: E_LUMO 6.0 eV.